The molecule C2H2NO2P. Source: the OMol25 dataset; level of theory: ωB97M-V/def2-TZVPD.

Kohn-Sham gap = 9.724 eV
electronic energy = -16977.734 eV
LUMO = 0.37 eV

CARTESIAN COORDINATES (ANGSTROEM)
1 C -0.54499 0.71209 -0.08251
2 C -0.57987 -0.57352 0.28100
3 N -1.83661 -1.12329 0.48462
4 O -2.67659 -0.88929 -0.80496
5 P -2.95922 0.28949 0.26563
6 O -1.73071 1.32689 -0.13353
7 H 0.41389 1.11371 -0.35751
8 H 0.20998 -1.15254 0.43213

---

A cluster of 5 separate species, H10O5 in total. Source: the OMol25 dataset; level of theory: ωB97M-V/def2-TZVPD.

Kohn-Sham gap = 10.832 eV
electronic energy = -10399.536 eV
LUMO = 0.07 eV

CARTESIAN COORDINATES (ANGSTROEM)
1 O 19.46400 18.31500 40.57300
2 H 18.72000 18.84800 40.88300
3 H 19.60600 17.83900 41.40400
4 O 16.97300 18.17000 44.39900
5 H 17.62800 17.98700 43.68000
6 H 17.15800 19.13200 44.42100
7 O 19.72300 17.47100 43.19300
8 H 20.58200 17.39000 43.63100
9 H 19.36000 16.59200 43.05500
10 O 18.99500 15.02200 41.87400
11 H 18.89200 14.58700 42.71500
12 H 18.15100 15.12200 41.48100
13 O 21.09100 14.88000 44.87200
14 H 21.06200 15.30800 45.68700
15 H 20.38200 14.17900 44.93800

---

A structure of composition C13H23BN6OSiV. Source: the OMol25 dataset; level of theory: ωB97M-V/def2-TZVPD.

Kohn-Sham gap (spin up / spin down) = 4.659 / 8.590 eV
⟨S²⟩ = 3.7906
electronic energy = -59084.771 eV
LUMO (spin up / spin down) = 0.28 / 0.25 eV
spin multiplicity = 4

CARTESIAN COORDINATES (ANGSTROEM)
1 H -0.31841 3.06357 1.03463
2 N -0.12689 1.87721 -0.67626
3 B 0.48565 0.67639 -2.78605
4 N 0.42703 1.96924 -1.90842
5 C 1.04381 3.15750 -1.97463
6 V -0.66337 -0.84445 -0.16007
7 H 1.57515 3.44535 -2.86122
8 C 0.84426 3.83562 -0.76952
9 H 1.23922 4.79249 -0.49410
10 C 0.07019 3.00022 0.03100
11 H 0.86455 0.94044 -3.88242
12 C -0.81888 -2.76390 0.20788
13 H -1.30085 -2.76963 1.20333
14 H 0.06724 -3.40090 0.18520
15 H -1.55362 -3.04559 -0.56809
16 N -0.91542 0.00327 -2.80820
17 N 1.45628 -0.33096 -2.11983
18 N -1.56688 -0.49901 -1.62480
19 N 1.08863 -0.93598 -0.91204
20 C -1.70447 -0.20933 -3.85397
21 C 2.61448 -0.85494 -2.53283
22 H -1.34825 0.07270 -4.83180
23 H 3.03231 -0.58147 -3.48564
24 C -2.90129 -0.80088 -3.43814
25 C 3.06033 -1.77361 -1.58153
26 C -2.80094 -0.96260 -2.06057
27 C 2.09659 -1.79533 -0.57469
28 H -3.74086 -1.05657 -4.06481
29 H 3.95364 -2.36126 -1.60845
30 H -3.48466 -1.35934 -1.32791
31 H 2.02015 -2.38832 0.32116
32 H -0.91765 1.24018 -0.49348
33 C 1.35761 -0.84293 3.39996
34 Si -0.28597 0.00751 3.01871
35 C -1.58711 -0.77326 4.12520
36 C -0.03210 1.77496 3.59903
37 O -0.80163 -0.03665 1.47903
38 H 1.53259 -0.78119 4.48587
39 H 2.20781 -0.36003 2.90164
40 H 1.35811 -1.90276 3.12100
41 H -1.34342 -0.61738 5.18506
42 H -2.56921 -0.32429 3.93277
43 H -1.66676 -1.85232 3.94857
44 H 0.79087 2.27885 3.07836
45 H -0.94413 2.36969 3.46978
46 H 0.20623 1.71970 4.67129

---

Energy relative to the best compared isomer or geometry (same formula, charge and spin) in eV, matching the order above: 2.395, 1.313, 0.000
M in g/mol, matching the order above: 103.0, 90.1, 369.2